Density functional theory data (ωB97M-V with the def2-TZVPD basis set) for an isolated ion of composition C5H9N2O and charge +1 in a non-equilibrium geometry.

Calculated values
Structure (SMILES): Cn1cc[n+](C)c1O
Charge: +1

Element x y z (Å)
C: -1.498704 0.223777 0.630456
C: -0.710192 -0.611239 1.421633
C: 0.443058 -0.033678 -0.257548
C: -1.169959 1.473046 -1.564369
C: 1.706855 -1.416379 1.248701
N: -0.730370 0.520242 -0.465871
N: 0.526955 -0.754593 0.850746
O: 1.624599 -0.031086 -1.294868
H: -2.394811 0.793280 0.754984
H: -1.050512 -0.785896 2.349045
H: -2.219123 1.347765 -1.678007
H: -0.902219 2.482124 -1.179184
H: -0.563083 1.323296 -2.469063
H: 2.235600 -1.952886 0.420133
H: 2.383228 -0.701766 1.549931
H: 1.503178 -2.130646 2.159028
H: 1.346946 0.572491 -1.993324

Forces on atoms 1 to 2 (eV/Å):
C 1.82 -1.09 0.50
C -1.73 2.50 -2.58

Löwdin population analysis, charges in e, atoms 1 to 8: 0.0244 0.0299 -0.1609 0.0801 0.0163 -0.0372 -0.0328 0.0762


Density functional theory data (ωB97M-V with the def2-TZVPD basis set) for an isolated ion of composition C5H9N2O and charge +1 in a non-equilibrium geometry.

Calculated values
Charge: +1

Element x y z (Å)
C: 0.018100 -0.463005 -0.110008
C: -0.330846 0.920766 0.516102
C: -1.784514 -1.222329 1.293123
C: 0.980765 -0.639461 -1.107214
C: -1.604606 -0.099562 2.235254
N: -0.758704 -1.414174 0.324645
N: 1.834630 0.460102 -1.594885
O: -0.752692 0.820260 1.881737
H: 0.491212 1.639543 0.541789
H: -1.161028 1.327095 -0.074523
H: -1.893004 -2.154570 1.861012
H: -2.741376 -1.118641 0.755440
H: 1.222908 -1.623901 -1.443237
H: -1.885698 -0.084597 3.275546
H: 2.580125 0.046984 -2.165546
H: 2.275600 0.990024 -0.828075
H: 1.309608 1.121223 -2.186808

Forces on atoms 1 to 2 (eV/Å):
C -0.42 0.52 0.39
C 0.52 -0.19 -1.47

Löwdin population analysis, charges in e, atoms 1 to 8: -0.3352 -0.0500 -0.1938 -0.1035 0.0874 0.0437 0.1421 0.0617


Calculated E_tot, -10350.56454; -10348.08417 eV (same order as the records).
Calculated relative energy (zero: lowest compared OMol25 entry of this formula, charge and spin), 2.056; 4.537 eV (same order as the records).